one) Computed, not measured: a gas-phase ion, C6H17N2 (charge +1), with wB97M-V/def2-TZVPD.

Summary:
Charge: +1
Kohn-Sham gap in eV: 10.20
Multiplicity: 1

Bonds (Å) are listed after each position.
Atoms and positions in Å:
1 C -1.5481 1.8461 1.5531  N2 1.463, H9 1.028, H10 1.172, H11 1.190
2 N -0.2793 2.0740 0.8617  C1 1.463, C3 1.520, H12 1.014
3 C -0.1530 1.2992 -0.4402  N2 1.520, C4 1.556, H13 1.093, H14 1.145
4 C 0.8329 0.1434 -0.1040  C3 1.556, N5 1.622, C6 1.587, H15 1.145
5 N 1.2872 0.0408 1.4499  C4 1.622, H16 1.019, H17 1.058, H18 1.003
6 C 0.3227 -1.3055 -0.5041  C4 1.587, C7 1.526, C8 1.504, H19 1.118
7 C -1.1312 -1.5887 -0.8728  C6 1.526, H20 1.020, H21 1.058, H22 1.115
8 C 1.0667 -1.7448 -1.7355  C6 1.504, H23 1.176, H24 1.124, H25 1.057
9 H -2.3991 2.1367 1.0556  C1 1.028
10 H -1.9208 0.7694 1.8285  C1 1.172
11 H -1.4315 2.4057 2.5965  C1 1.190
12 H -0.2174 3.0819 0.9542  N2 1.014
13 H 0.2205 2.0098 -1.1818  C3 1.093
14 H -1.0445 0.9161 -1.0480  C3 1.145
15 H 1.8397 0.3575 -0.6047  C4 1.145
16 H 0.4542 -0.1681 1.9988  N5 1.019
17 H 1.6966 1.0163 1.4764  N5 1.058
18 H 2.0351 -0.6263 1.4837  N5 1.003
19 H 0.6264 -1.9866 0.3285  C6 1.118
20 H -1.3669 -0.9668 -1.6463  C7 1.020
21 H -1.8260 -1.5319 -0.0769  C7 1.058
22 H -1.1110 -2.6850 -1.0735  C7 1.115
23 H 2.2069 -2.0218 -1.6606  C8 1.176
24 H 1.1521 -0.8622 -2.4270  C8 1.124
25 H 0.6876 -2.6093 -2.2114  C8 1.057


two) Computed, not measured: 2 unconnected molecules or ions with the total composition C6H17N2, with wB97M-V/def2-TZVPD.

Summary:
Charge: +1
Kohn-Sham gap in eV: 5.10
Multiplicity: 1

Bonds (Å) are listed after each position.
Atoms and positions in Å:
1 C 0.7965 1.6958 -1.0078  N2 1.404, H9 1.141, H10 1.108, H11 1.090
2 N 0.4940 0.4165 -0.5162  C1 1.404, C3 1.460
3 C 1.5276 -0.1090 0.3703  N2 1.460, C4 1.532, C5 1.547, H12 1.129
4 C 1.2261 -1.4674 1.0113  C3 1.532, H13 1.085, H14 1.085, H15 1.109
5 C 2.9322 -0.0482 -0.2756  C3 1.547, H16 1.084, H17 1.073, H18 1.093
6 C -2.6532 -0.0421 1.2620  N7 1.461, H19 1.095, H20 1.089, H22 1.098
7 N -1.8421 -0.6169 0.1920  C6 1.461, C8 1.446, H21 1.045
8 C -2.4015 -0.5145 -1.1371  N7 1.446, H23 1.106, H24 1.112, H25 1.090
9 H 1.4063 2.3957 -0.3437  C1 1.141
10 H 1.4176 1.7622 -1.9234  C1 1.108
11 H -0.0905 2.2626 -1.2905  C1 1.090
12 H 1.5371 0.6023 1.2472  C3 1.129
13 H 0.3333 -1.2166 1.5736  C4 1.085
14 H 2.0465 -1.7707 1.6538  C4 1.085
15 H 0.8259 -2.1999 0.2818  C4 1.109
16 H 3.7567 -0.1480 0.4211  C5 1.084
17 H 3.0148 0.9673 -0.6119  C5 1.073
18 H 2.9471 -0.5114 -1.2660  C5 1.093
19 H -1.9666 0.2801 2.0515  C6 1.095
20 H -3.3651 0.7505 1.0365  C6 1.089
21 H -0.8943 -0.1810 0.1261  N7 1.045
22 H -3.2615 -0.8815 1.6240  C6 1.098
23 H -3.2657 -1.1914 -1.2696  C8 1.106
24 H -2.8331 0.5008 -1.2786  C8 1.112
25 H -1.6881 -0.7354 -1.9307  C8 1.090


one) is favored, and the nearest alternative lies 300.1 kJ/mol above it.


one) Computed, not measured: 2 unconnected molecules or ions with the total composition C6H17N2, with wB97M-V/def2-TZVPD.

Summary:
Charge: +1
Kohn-Sham gap in eV: 5.46
Multiplicity: 1

Bonds (Å) are listed after each position.
Atoms and positions in Å:
1 C 0.3975 -1.3174 1.1576  N2 1.464, C5 1.556, H9 1.090, H10 1.094
2 N 1.6596 -0.9732 0.4998  C1 1.464, C3 1.453, H11 1.028
3 C 2.1926 0.3280 0.8652  N2 1.453, C4 1.541, H12 1.115, H13 1.096
4 C 3.3397 0.6006 -0.1267  C3 1.541, H14 1.088, H15 1.085, H16 1.091
5 C -0.7830 -0.7637 0.3087  C1 1.556, N6 1.374, C8 1.557, H17 1.128
6 N -0.3907 0.3906 -0.3255  C5 1.374, H19 1.033
7 C -3.3180 -0.5294 0.0484  C8 1.553, H21 1.092, H22 1.090, H23 1.086
8 C -2.1495 -0.7223 1.0534  C5 1.557, C7 1.553, H24 1.088, H25 1.089
9 H 0.1969 -2.3730 1.3418  C1 1.090
10 H 0.3616 -0.7179 2.0725  C1 1.094
11 H 1.3658 -0.9028 -0.4833  N2 1.028
12 H 1.4313 1.1400 0.8086  C3 1.115
13 H 2.6017 0.3853 1.8805  C3 1.096
14 H 2.9366 0.7374 -1.1279  C4 1.088
15 H 4.0088 -0.2527 -0.1663  C4 1.085
16 H 3.8203 1.5448 0.1351  C4 1.091
17 H -1.0209 -1.5255 -0.4888  C5 1.128
18 H -0.2443 3.6823 -4.3183  H20 0.754
19 H -1.1489 0.6697 -0.9697  N6 1.033
20 H 0.0261 3.5510 -5.0104  H18 0.754
21 H -4.2041 -0.4860 0.6851  C7 1.092
22 H -3.4017 -1.3818 -0.6255  C7 1.090
23 H -3.3462 0.4204 -0.4776  C7 1.086
24 H -2.0656 0.1627 1.6809  C8 1.088
25 H -2.2657 -1.6672 1.5824  C8 1.089


two) Computed, not measured: a gas-phase ion, C6H17N2 (charge +1), with wB97M-V/def2-TZVPD.

Summary:
Charge: +1
Kohn-Sham gap in eV: 8.90
Multiplicity: 1

Bonds (Å) are listed after each position.
Atoms and positions in Å:
1 C -1.1707 -2.5460 2.1731  C2 1.582, H9 1.142, H10 1.008, H11 1.067
2 C -1.3904 -1.7901 0.8014  C1 1.582, N3 1.555, H12 1.128, H13 1.107
3 N -0.2527 -1.4422 -0.2006  C2 1.555, C4 1.511, H14 0.994
4 C -0.7891 -0.3163 -1.0541  N3 1.511, C5 1.562, H15 1.094, H16 1.124
5 C 0.1839 0.8999 -1.1662  C4 1.562, N6 1.511, C7 1.624, H17 1.078
6 N 1.1135 0.7949 -2.3533  C5 1.511, H18 1.022, H19 0.959, H20 1.088
7 C 1.1805 1.2156 0.0767  C5 1.624, C8 1.517, H21 1.145, H22 1.225
8 C 0.9037 2.4569 0.9045  C7 1.517, H23 1.072, H24 1.065, H25 1.018
9 H -1.5912 -1.8582 2.9826  C1 1.142
10 H -0.2791 -2.9436 2.4230  C1 1.008
11 H -1.7612 -3.4071 2.3922  C1 1.067
12 H -1.7299 -0.7670 1.1328  C2 1.128
13 H -2.1484 -2.3490 0.2201  C2 1.107
14 H 0.6293 -1.1933 0.1835  N3 0.994
15 H -0.9410 -0.9130 -1.9583  C4 1.094
16 H -1.7952 0.0918 -0.7613  C4 1.124
17 H -0.3290 1.8108 -1.4313  C5 1.078
18 H 1.9445 1.3863 -2.4225  N6 1.022
19 H 1.5002 -0.0805 -2.2986  N6 0.959
20 H 0.5601 0.7946 -3.2895  N6 1.088
21 H 2.1950 1.4215 -0.4133  C7 1.145
22 H 1.3718 0.2778 0.8419  C7 1.225
23 H 1.5450 3.2363 0.5425  C8 1.072
24 H 1.1138 2.4968 1.9475  C8 1.065
25 H -0.0631 2.7231 0.7274  C8 1.018


three) Computed, not measured: a gas-phase ion, C6H17N2 (charge +1), with wB97M-V/def2-TZVPD.

Summary:
Charge: +1
Kohn-Sham gap in eV: 9.44
Multiplicity: 1

Bonds (Å) are listed after each position.
Atoms and positions in Å:
1 C 2.6121 0.2634 -0.5521  C2 1.534, H9 1.078, H10 1.095, H11 1.092
2 C 1.5909 -0.5887 -1.3167  C1 1.534, C3 1.528, H12 1.088, H13 1.091
3 C 0.5228 -1.1893 -0.4040  C2 1.528, C4 1.517, N5 1.508, H14 1.091
4 C -0.1492 -2.3725 -1.0748  C3 1.517, H15 1.088, H16 1.090, H17 1.091
5 N -0.4682 -0.0778 -0.1695  C3 1.508, C6 1.481, H18 1.014
6 C -1.1542 -0.0465 1.1429  N5 1.481, C7 1.513, H19 1.083, H20 1.058
7 C -1.0507 1.3690 1.6671  C6 1.513, N8 1.510, H21 1.076, H22 1.084
8 N -1.6838 2.3096 0.6698  C7 1.510, H23 1.025, H24 1.017, H25 1.027
9 H 2.7569 1.2110 -1.0445  C1 1.078
10 H 3.5711 -0.2617 -0.4962  C1 1.095
11 H 2.3767 0.3773 0.5081  C1 1.092
12 H 1.0111 -0.0254 -2.0450  C2 1.088
13 H 2.0823 -1.4105 -1.8393  C2 1.091
14 H 0.8126 -1.4467 0.6153  C3 1.091
15 H 0.5578 -3.1986 -1.1169  C4 1.088
16 H -0.4205 -2.1012 -2.0947  C4 1.090
17 H -1.0336 -2.8136 -0.6139  C4 1.091
18 H -1.1573 -0.1167 -0.9124  N5 1.014
19 H -0.5714 -0.6313 1.8432  C6 1.083
20 H -2.1572 -0.3396 0.9803  C6 1.058
21 H -0.0119 1.6487 1.6541  C7 1.076
22 H -1.5113 1.4747 2.6424  C7 1.084
23 H -2.4019 1.8355 0.1131  N8 1.025
24 H -2.0016 3.2024 1.0376  N8 1.017
25 H -0.9798 2.4402 -0.0664  N8 1.027


three) is favored, and the nearest alternative lies 235.1 kJ/mol above it.


one) Computed, not measured: a single CHNO3 molecule, with wB97M-V/def2-TZVPD.

Summary:
Charge: 0
Kohn-Sham gap in eV: 10.04
Multiplicity: 1

Bonds (Å) are listed after each position.
Atoms and positions in Å:
1 O 1.8947 1.0178 0.0396  C2 1.157
2 C 1.0781 0.2029 -0.0497  O1 1.157, N3 1.205
3 N 0.4861 -0.8468 -0.0266  C2 1.205, O4 1.350
4 O -0.8293 -1.1184 -0.1586  N3 1.350, O5 1.414
5 O -1.5777 0.0005 0.2730  O4 1.414, H6 0.976
6 H -1.0518 0.7439 -0.0777  O5 0.976


two) Computed, not measured: a single CHNO3 molecule, with wB97M-V/def2-TZVPD.

Summary:
Charge: 0
Kohn-Sham gap in eV: 8.84
Multiplicity: 1

Bonds (Å) are listed after each position.
Atoms and positions in Å:
1 O -1.8636 0.7134 -0.1558  C2 1.160
2 C -0.9285 0.0301 -0.2119  O1 1.160, N3 1.254
3 N 0.1605 -0.5859 -0.1199  C2 1.254, O4 1.244, O5 1.542
4 O 0.6796 -1.7159 -0.1628  N3 1.244
5 O 0.9768 0.7217 -0.1442  N3 1.542, H6 0.946
6 H 0.9753 0.8366 0.7947  O5 0.946


one) is favored, and the nearest alternative lies 27.9 kJ/mol above it.